# 1
{
  "formula": "C5H8O5Rh",
  "method": "ωB97M-V with the def2-TZVPD basis set",
  "symbols": ["O", "C", "C", "O", "O", "C", "H", "H", "H", "H", "O", "O", "C", "C", "H", "H", "H", "H", "Rh"],
  "positions_angstrom": [[-1.145639, -0.058545, -1.329026], [-0.563155, 1.261520, -1.284176], [-0.143655, -1.041493, -1.584495], [-1.238089, 2.174055, -1.736988], [0.750452, 1.134115, -1.621918], [1.110750, -0.222770, -1.842086], [-0.442819, -1.630754, -2.460704], [-0.025084, -1.698891, -0.711777], [1.883761, -0.461498, -1.100911], [1.468272, -0.330348, -2.873947], [-1.087357, -1.230657, 1.848657], [-0.611286, 1.252129, 0.736094], [-0.212961, -0.373892, 2.508019], [0.383877, 0.637396, 1.523109], [0.629676, -0.923407, 2.979679], [-0.690885, 0.186970, 3.343665], [1.083485, 0.070477, 0.878498], [0.980466, 1.395812, 2.065377], [-2.129810, -0.140216, 0.662929]],
  "forces_ev_per_angstrom": [[0.12, -0.25, 0.51], [-1.16, 1.55, -4.60], [-0.01, -0.47, -0.09], [1.20, -1.45, 2.55], [-0.11, 0.00, 0.83], [0.63, 0.10, 0.37], [-0.02, 0.17, 0.31], [-0.12, 0.12, -0.26], [0.09, -0.15, -0.52], [0.05, 0.09, 0.37], [0.49, -0.24, 0.08], [-0.03, -0.48, 0.44], [1.54, 0.81, 1.13], [0.75, 0.02, 0.13], [-0.44, 0.02, -0.25], [-0.26, -0.45, -0.51], [-0.11, 0.28, 0.08], [-0.25, -0.26, -0.18], [-2.37, 0.59, -0.37]],
  "s_squared": 8.76,
  "e_lumo_ev": [0.53, -2.96],
  "homo_energy_ha": [-0.232, -0.381],
  "gap_ev": [6.85, 7.40],
  "spin_multiplicity": 6
}


# 2
{
  "formula": "C7H10N4",
  "method": "ωB97M-V with the def2-TZVPD basis set",
  "symbols": ["C", "C", "C", "C", "C", "C", "C", "N", "N", "N", "N", "H", "H", "H", "H", "H", "H", "H", "H", "H", "H"],
  "positions_angstrom": [[-0.300415, -2.237088, -0.113374], [-3.234960, 0.331936, 1.090783], [-1.558192, 1.555838, 1.321452], [2.695868, 0.047312, -0.163506], [0.516637, 0.452541, -1.465793], [0.940788, -1.674895, -0.076972], [1.495638, -0.656827, -0.907503], [-1.367994, -2.719113, -0.185472], [-3.631169, 1.596368, 1.157677], [-2.589551, 2.386336, 1.220023], [-1.927429, 0.285595, 1.261944], [-3.880333, -0.501760, 1.158501], [-0.469203, 1.880392, 1.247501], [2.408277, -0.039569, 0.882803], [3.605029, -0.518197, -0.138380], [2.831078, 0.984532, -0.499854], [-0.357161, 0.020916, -2.018521], [0.095207, 0.969954, -0.643853], [1.206944, 1.227033, -1.898435], [1.709869, -2.214333, 0.532995], [1.811073, -1.176972, -1.762016]],
  "forces_ev_per_angstrom": [[-2.02, -0.64, -0.40], [2.93, -1.37, 0.97], [2.84, -0.48, -1.16], [-1.94, -4.14, 1.26], [1.12, -0.79, 0.26], [1.09, -1.85, 2.10], [0.03, 3.20, -0.45], [1.08, 0.47, 0.14], [-1.69, 4.63, -0.29], [-2.59, 0.81, 0.25], [0.85, -2.47, 0.18], [-0.55, -0.67, -0.39], [-1.77, -0.37, 0.55], [-0.09, 0.96, 0.26], [0.65, -0.40, -0.70], [0.60, 3.28, -0.91], [1.16, 0.62, -0.13], [-0.56, 0.42, 1.04], [-1.19, -0.89, -0.63], [-0.96, 0.36, -0.36], [1.01, -0.67, -1.58]],
  "s_squared": 2.03,
  "e_lumo_ev": [0.76, -3.48],
  "homo_energy_ha": [-0.322, -0.388],
  "gap_ev": [9.54, 7.08],
  "spin_multiplicity": 3
}


# 3
{
  "formula": "C5H7N",
  "method": "ωB97M-V with the def2-TZVPD basis set",
  "symbols": ["C", "C", "N", "C", "C", "C", "H", "H", "H", "H", "H", "H", "H"],
  "positions_angstrom": [[-1.081827, 0.362488, -1.817184], [-0.203840, 1.128960, -1.227490], [0.654817, 1.666827, -0.535383], [0.993564, 0.796505, 0.626082], [-0.072046, -0.200014, 0.985291], [0.106847, -1.514447, 0.957574], [-0.716297, -0.451742, -2.430616], [-2.131835, 0.430175, -1.564651], [1.197096, 1.439693, 1.485545], [1.921602, 0.276548, 0.364954], [-1.040527, 0.214902, 1.269436], [1.037314, -1.948050, 0.596971], [-0.664867, -2.201847, 1.289471]],
  "forces_ev_per_angstrom": [[0.00, 0.09, -0.09], [0.19, -0.04, 0.24], [-0.57, -0.37, -0.42], [0.20, -0.13, 0.31], [0.10, -0.16, 0.15], [0.01, 0.12, 0.07], [-0.14, 0.19, -0.18], [0.07, 0.10, -0.19], [0.03, 0.05, -0.14], [-0.07, 0.10, 0.12], [0.20, -0.08, 0.10], [-0.07, 0.06, 0.17], [0.04, 0.07, -0.13]],
  "smiles": "C=C=NCC=C",
  "e_lumo_ev": 1.10,
  "homo_energy_ha": -0.334,
  "gap_ev": 10.19,
  "spin_multiplicity": 1
}


# 4
{
  "formula": "CH2IOP",
  "method": "ωB97M-V with the def2-TZVPD basis set",
  "symbols": ["O", "C", "P", "I", "H", "H"],
  "positions_angstrom": [[-1.879618, 0.327080, -0.724904], [-0.755696, -0.029560, -0.572700], [0.520483, 0.935984, 0.591699], [2.524146, -0.459914, 0.296795], [-0.452831, -0.877883, -1.320745], [0.043514, 0.104294, 1.729857]],
  "forces_ev_per_angstrom": [[-0.43, 0.68, 0.88], [0.81, -0.86, -1.83], [-1.04, -1.76, 0.46], [-0.26, 0.16, -0.10], [0.57, 0.87, 1.48], [0.34, 0.90, -0.89]],
  "smiles": "O=CPI",
  "e_lumo_ev": -0.34,
  "homo_energy_ha": -0.348,
  "gap_ev": 9.14,
  "spin_multiplicity": 1
}


# 5
{
  "formula": "C6H13N",
  "method": "ωB97M-V with the def2-TZVPD basis set",
  "symbols": ["C", "C", "C", "C", "N", "C", "C", "H", "H", "H", "H", "H", "H", "H", "H", "H", "H", "H", "H", "H"],
  "positions_angstrom": [[-0.288689, 1.437951, 1.976209], [-0.961028, 0.810858, 0.749262], [-0.117856, -0.115673, -0.069058], [-0.417834, -1.397420, -0.261217], [-1.679734, -1.961616, 0.051071], [1.169981, 0.452271, -0.604429], [1.588330, -0.112806, -2.004147], [0.721856, 1.039657, 2.087835], [-0.084044, 2.493013, 1.780467], [-0.852285, 1.320221, 2.895325], [-1.847268, 0.250469, 1.042911], [-1.406627, 1.555221, 0.127837], [-0.063663, -2.032753, -1.064327], [-2.315248, -1.603217, 0.739775], [-1.699024, -2.964755, 0.103645], [1.281083, 1.538764, -0.618828], [2.021940, 0.197722, 0.036639], [2.380339, -0.840169, -1.844433], [1.853659, 0.590983, -2.787257], [0.716104, -0.658719, -2.337277]],
  "forces_ev_per_angstrom": [[0.83, 0.39, -0.70], [-0.65, -1.16, 0.68], [1.10, 0.58, 0.18], [-2.48, -0.01, -0.72], [-0.18, -0.63, 0.16], [1.67, -0.02, -0.90], [-0.68, -0.41, 0.84], [-0.17, -0.34, 0.32], [-0.34, 0.12, 0.26], [0.00, 0.03, 0.05], [-0.02, -0.02, 0.40], [0.03, 0.85, -0.70], [1.20, 0.16, 0.37], [0.34, 0.51, 0.20], [0.21, -0.12, -0.13], [-0.90, 0.12, 0.03], [-0.25, -0.15, 0.35], [0.17, 0.00, -0.37], [0.16, 0.27, 0.26], [-0.02, -0.16, -0.58]],
  "smiles": "CCC(=CN)CC",
  "e_lumo_ev": 1.11,
  "homo_energy_ha": -0.283,
  "gap_ev": 8.83,
  "spin_multiplicity": 1
}


# 6
{
  "formula": "C29H34BF4LaNOPSi",
  "method": "ωB97M-V with the def2-TZVPD basis set",
  "symbols": ["La", "C", "Si", "C", "C", "N", "C", "C", "C", "C", "C", "C", "O", "C", "C", "C", "C", "C", "C", "H", "H", "H", "H", "H", "H", "H", "H", "H", "H", "H", "H", "H", "H", "H", "H", "H", "H", "F", "B", "F", "F", "F", "C", "H", "H", "H", "C", "P", "C", "C", "C", "C", "C", "C", "C", "C", "C", "C", "C", "C", "H", "H", "H", "H", "H", "H", "H", "H", "H", "H", "H", "H", "H"],
  "positions_angstrom": [[-0.623441, -0.817955, 0.925272], [-0.821329, -0.728933, 5.926609], [-1.302785, -0.018285, 4.263759], [-2.624630, -1.182790, 3.542957], [-2.084659, 1.805925, 4.573090], [-0.024400, -0.144787, 3.119757], [1.207265, 0.400204, 3.261171], [1.603422, 1.519530, 4.045930], [2.963458, 1.874747, 4.134759], [3.959283, 1.244848, 3.389495], [3.574900, 0.197542, 2.478859], [2.253936, -0.190884, 2.416247], [1.760472, -1.180613, 1.510301], [2.662905, -1.868232, 0.698442], [3.302111, -3.040952, 1.173865], [4.021697, -3.849448, 0.288236], [4.191533, -3.435286, -1.049518], [3.656289, -2.269683, -1.476469], [2.825626, -1.518149, -0.644999], [-1.095169, -1.773200, 5.958422], [-1.366043, -0.315032, 6.793619], [0.245514, -0.616443, 6.177866], [-2.651892, -2.114165, 4.217976], [-2.451782, -1.594573, 2.486502], [-3.655042, -0.831163, 3.550619], [-3.130868, 1.812357, 5.072622], [-2.125950, 2.401884, 3.704022], [-1.390245, 2.283572, 5.302186], [0.837584, 2.068360, 4.518784], [3.248155, 2.630833, 4.894095], [4.995109, 1.520423, 3.522087], [4.378635, -0.182117, 1.816873], [3.290210, -3.412216, 2.197943], [4.504719, -4.674845, 0.803444], [4.831470, -4.025101, -1.725370], [3.788956, -1.956389, -2.502117], [2.475482, -0.531776, -0.916033], [-0.080027, -2.456084, -0.852193], [-1.149110, -3.231807, -0.252091], [-0.667518, -3.222727, 1.187365], [-2.247146, -2.398559, -0.219537], [-1.264890, -4.469814, -0.759695], [-2.104201, 1.326314, 0.439806], [-2.814519, 0.769904, 1.032384], [-2.629087, 1.880040, -0.341096], [-1.578789, 2.122422, 1.017850], [-0.205539, -1.159661, -3.656975], [-0.733275, 0.092550, -2.363491], [-2.406832, 0.469398, -2.946218], [-2.830384, 1.745822, -3.147669], [-3.981043, 1.979133, -3.931497], [-4.707401, 0.886170, -4.497522], [-4.386051, -0.444763, -4.152235], [-3.263874, -0.597752, -3.286342], [0.213545, 1.510856, -3.021327], [1.074234, 2.302691, -2.216564], [1.919616, 3.232085, -2.860871], [1.721726, 3.637699, -4.198261], [0.820497, 2.870318, -4.920320], [0.124241, 1.809142, -4.358271], [0.797530, -1.449129, -3.380636], [-0.174247, -0.839942, -4.703853], [-0.863125, -2.104700, -3.616536], [-2.228511, 2.546314, -2.770983], [-4.374662, 2.973277, -4.062048], [-5.573034, 1.131557, -5.129519], [-4.910076, -1.303830, -4.507093], [-2.969226, -1.617705, -3.015904], [1.237133, 2.054541, -1.185852], [2.660554, 3.665020, -2.180798], [2.200267, 4.532901, -4.631351], [0.770641, 3.001716, -6.011180], [-0.627929, 1.269429, -4.950802]],
  "forces_ev_per_angstrom": [[-0.63, 2.61, -0.64], [0.05, 0.45, 0.86], [-1.14, 1.34, 0.29], [0.00, -1.81, -0.09], [-0.14, -1.83, 2.03], [-0.80, 0.41, 0.60], [2.08, 0.10, -1.01], [1.07, -1.72, -1.31], [0.12, 0.09, 0.53], [-1.46, -0.82, -0.24], [0.85, 1.02, 0.22], [-0.19, 0.83, 0.98], [0.95, 0.57, 0.20], [0.71, -1.66, -0.48], [-0.20, 0.03, -0.55], [-0.14, 1.37, 0.44], [1.30, -2.03, 0.79], [-1.22, 0.94, -0.47], [0.47, 0.63, 1.48], [0.25, -0.53, -0.16], [0.06, 0.22, -0.46], [-0.27, -0.12, -0.27], [0.19, 1.15, -1.11], [-0.42, 0.32, 1.41], [0.06, 0.32, -0.11], [1.69, -0.27, -0.83], [-0.06, 0.64, -1.13], [-0.46, -0.12, -0.40], [-0.61, 0.53, 0.78], [-0.19, -0.34, -0.78], [0.01, -0.04, -0.17], [-0.86, -0.11, 0.44], [-0.48, 0.60, -0.06], [0.07, -0.25, -0.84], [-0.45, 0.27, 0.38], [0.10, 0.11, -0.02], [-0.34, -0.03, -0.46], [-0.27, -0.86, -0.32], [1.84, -1.18, 0.58], [-0.68, -0.80, -0.79], [-1.03, 0.04, -0.27], [-0.27, 0.47, 0.14], [1.64, 0.28, -0.35], [-0.85, 0.15, 0.77], [-0.09, -0.39, -0.08], [-0.46, -0.53, 0.26], [-1.18, -1.25, 0.19], [0.61, -0.59, 0.03], [-0.63, -1.75, 0.02], [-1.35, 0.90, -1.28], [-0.29, -1.59, 0.24], [0.19, 0.54, 0.66], [1.71, 1.98, 1.36], [-0.23, -0.49, -1.28], [0.30, 0.77, 1.30], [0.59, -0.85, -2.24], [-0.63, 0.54, 1.10], [0.01, -0.45, 1.08], [0.37, -0.06, -1.29], [-0.72, 0.28, -0.74], [0.36, -0.25, 0.13], [-0.23, 0.25, 0.30], [1.03, 1.44, 0.12], [0.09, 0.56, 0.02], [0.16, 0.21, -0.18], [0.46, -0.28, 0.25], [-0.39, -0.28, -0.13], [-0.10, 0.35, -0.08], [-0.06, 0.06, 0.42], [-0.16, 0.34, -0.61], [0.01, -0.86, 0.26], [-0.35, 0.25, 0.55], [0.62, 0.21, 0.02]],
  "e_lumo_ev": 0.43,
  "homo_energy_ha": -0.262,
  "gap_ev": 7.56,
  "spin_multiplicity": 1
}